This record from the Open Molecules 2025 dataset describes the ion C4H7OS with charge +1. The level of theory is ωB97M-V/def2-TZVPD.

For the total energy, the calculation gives -17133.042 eV. The value obtained for the max |F| is 5.16 eV/A. The value obtained for the HOMO-LUMO gap is 8.007 eV. As for the energy above the lowest of the compared OMol25 structures with the same formula, charge and spin: 85.5 kJ/mol.

ORCA input file:
```
! RIJCOSX wB97M-V def2-TZVPD def2/J DEFGRID3
* xyz 1 1
S -2.33 -0.30 1.43
O -0.91 0.57 0.44
C 0.91 -0.62 -0.56
C 1.25 0.07 0.64
C 0.23 0.67 1.19
C -0.46 -0.01 -0.84
H 0.87 -1.72 -0.34
H 2.36 0.14 0.93
H -3.37 -0.12 0.47
H 0.26 1.38 2.12
H -1.30 -0.43 -1.39
H 1.76 -0.54 -1.23
H -0.22 0.93 -1.46
*
```